The ion C10H24I3O3P2 with charge -1 at a distorted geometry, computed with ωB97M-V/def2-TZVPD.

Results
max |F| = 7.37 eV Å⁻¹
LUMO level = 2.4 eV
frontier orbital gap = 7.65 eV

```
! wB97M-V def2-TZVPD RIJCOSX def2/J DEFGRID3
* xyz -1 1
C 1.85634 -1.91242 2.96429
C 1.58426 -0.51059 2.07956
C 3.11949 0.15287 2.00099
C 1.00412 -1.00269 0.63951
P -0.40325 0.01160 -0.14876
I 0.45834 2.20466 0.64060
C 0.43851 0.15840 -1.85512
C 1.94198 0.77431 -1.90035
C 2.04626 2.27496 -2.63274
I 3.07150 -0.53616 -3.32472
C -1.96919 0.99560 -0.71343
C -3.29696 0.71574 0.22286
C -3.56381 1.95601 1.30749
I -5.12237 0.71104 -1.06195
P -1.38269 -1.89824 -0.63764
O -2.02861 -2.60221 0.66240
O -2.72096 -1.74228 -1.76851
O -0.29766 -3.07462 -1.37589
H 0.86015 -2.39787 3.33854
H 2.62729 -1.74275 3.83396
H 2.39688 -2.63919 2.18710
H 0.85345 0.09338 2.76138
H 3.62077 -0.30658 1.02294
H 3.10941 1.31836 1.90607
H 3.77980 -0.12772 2.92775
H 0.51458 -2.07208 0.86606
H 1.91153 -1.24581 -0.05350
H -1.07203 -0.07976 1.15755
H -0.22940 0.91422 -2.49608
H 0.41766 -0.84651 -2.49964
H 2.57436 0.69364 -0.92209
H 0.98683 2.65641 -2.97852
H 2.55044 3.01942 -1.86691
H 2.72870 2.26072 -3.58688
H -1.75760 2.16756 -0.62313
H -2.28371 0.81247 -1.81918
H -3.24642 -0.27171 0.85525
H -2.84421 1.81146 2.21861
H -3.42806 3.01275 0.79399
H -4.69857 1.91350 1.66671
H -3.50230 -2.30364 -1.48799
H -0.60488 -3.31621 -2.30058
*
```

---

A cluster of 3 separate species, C10H24IN5O3PS in total at a distorted geometry, computed with ωB97M-V/def2-TZVPD.

Results
max |F| = 8.77 eV Å⁻¹
LUMO level = -3.0 eV
frontier orbital gap = 8.16 eV

```
! wB97M-V def2-TZVPD RIJCOSX def2/J DEFGRID3
* xyz 1 1
N 1.68717 -1.48155 3.83584
P 1.35409 -2.52546 2.64014
C 0.16877 -1.82013 1.29132
C -0.04511 -3.17774 0.33839
C -0.01126 -2.51721 -1.16306
N 1.01949 -1.38906 -0.95856
N 1.44595 -0.74531 -2.10984
C 0.74044 -0.60135 0.30245
S -0.86065 0.42110 0.09665
C 1.92521 0.29605 0.99415
C 2.56671 1.46208 0.03751
O 1.97508 2.06640 -0.99534
I 4.63132 2.12373 0.56090
H 1.19482 -0.58238 3.58932
H 2.59779 -2.98662 2.01877
H 0.64444 -3.66292 3.22732
H -0.85591 -1.65770 1.83274
H -1.03521 -3.65088 0.74746
H 0.95776 -3.80391 0.41438
H -1.08337 -2.19492 -1.53065
H 0.34551 -3.21768 -2.06018
H 1.86182 -1.96833 -0.66825
H 0.74910 -0.04706 -2.46294
H 1.71931 -1.43958 -2.84673
H -1.96915 -0.36597 0.47457
H 1.50609 0.85270 1.96291
H 2.83594 -0.37473 1.36667
O 2.99856 5.35248 -0.32734
C 2.22689 5.65933 -1.22871
N 1.65875 4.70697 -2.01819
C 1.84786 7.07929 -1.53557
H 1.01822 4.91040 -2.77178
H 1.89899 3.74211 -1.83056
H 2.74998 7.64234 -1.78997
H 1.37510 7.52084 -0.65416
H 1.14924 7.14049 -2.37472
O -2.96682 -2.24781 0.28585
C -4.19133 -2.19595 0.28930
N -4.85403 -1.25470 -0.43730
C -5.04982 -3.14344 1.07629
H -5.85999 -1.17240 -0.46618
H -4.29670 -0.60449 -0.97626
H -4.80278 -3.05120 2.13743
H -4.85380 -4.16531 0.74055
H -6.11447 -2.93049 0.94537
*
```

---

The ion C10H24N4O with charge +2 at a distorted geometry, computed with ωB97M-V/def2-TZVPD.

Results
max |F| = 4.13 eV Å⁻¹
energy relative to the best compared isomer or geometry (same formula, charge and spin) = 65.0 kJ/mol
LUMO level (spin up / spin down) = -7.3 / -7.3 eV
frontier orbital gap (spin up / spin down) = 8.15 / 8.15 eV

```
! wB97M-V def2-TZVPD RIJCOSX def2/J DEFGRID3
* xyz 2 1
C -2.20338 -0.24087 -0.45165
C 0.29797 -2.96628 -0.93102
C -1.05856 -2.52323 -0.58001
C 1.36513 -2.42296 -0.03789
C 0.57126 0.00788 -0.48790
C -1.30613 -1.16478 -1.15576
C 1.66645 1.59822 2.43250
C 1.90719 2.55594 0.11276
C -0.41756 2.63613 1.34267
C 0.96992 1.89131 1.15631
N -2.08276 -0.24148 0.86122
N -1.48482 -1.15545 -2.54527
N -3.09346 0.54223 -1.02774
N 1.66981 -1.03538 -0.57880
O 0.43893 0.50911 0.75154
H 0.57686 -4.08050 -0.78295
H 0.52617 -2.76001 -1.97843
H -1.88712 -3.13351 -0.74181
H -1.11034 -2.41014 0.54532
H 1.18118 -2.23232 1.07620
H 2.36523 -2.98546 -0.16800
H 0.43576 0.69174 -1.35780
H 1.02324 1.36030 3.25558
H 2.40976 0.82407 2.19462
H 2.21742 2.41012 2.68737
H 2.88940 2.09199 -0.03295
H 1.97800 3.62688 0.59106
H 1.60650 2.66016 -0.91132
H -0.31103 3.68427 1.80377
H -0.82700 2.62410 0.37184
H -1.12125 2.15530 1.99268
H -1.24806 -0.45527 1.42538
H -2.75402 0.16568 1.40924
H -1.26596 -1.94554 -3.16277
H -1.78600 -0.36655 -3.01615
H -2.94586 0.70664 -2.08680
H -3.66987 1.09021 -0.33947
H 2.57305 -0.66188 -0.10008
H 1.90395 -1.05072 -1.53553
*
```

---

A cluster of 2 separate species, C10H24N4O3 in total at a distorted geometry, computed with ωB97M-V/def2-TZVPD.

Results
max |F| = 2.85 eV Å⁻¹
LUMO level = -1.2 eV
frontier orbital gap = 3.49 eV

```
! wB97M-V def2-TZVPD RIJCOSX def2/J DEFGRID3
* xyz 0 1
C 4.40490 1.77608 -0.15438
C 4.11185 0.76736 -1.25939
O 4.06658 1.46364 -2.51458
C 2.83629 0.02178 -1.03867
N 2.85988 -0.76493 0.18106
C 1.59925 -0.78676 0.89354
C 0.55989 -1.70123 0.25058
O -0.75133 -1.20733 0.52891
C -1.57071 -0.92671 -0.57234
C -2.84921 -0.37106 -0.00202
N -2.46658 0.78628 0.83714
C -1.75774 1.69644 0.23789
N -1.80898 2.98959 0.71137
N -0.97508 1.46636 -0.78743
C -1.07372 0.14965 -1.48793
H 4.64633 2.73084 -0.58034
H 5.23523 1.44925 0.45041
H 3.56374 1.89219 0.51792
H 4.95186 0.08863 -1.31780
H 3.26167 1.17515 -2.96570
H 1.99016 0.70884 -1.06729
H 2.69792 -0.65192 -1.88399
H 3.55979 -0.40010 0.81120
H 1.76489 -1.12378 1.90327
H 1.13271 0.19872 0.99021
H 0.74672 -1.85762 -0.80410
H 0.62916 -2.67164 0.71600
H -1.82900 -1.80857 -1.14852
H -3.27418 -1.12625 0.64786
H -3.52623 -0.09852 -0.78492
H -2.07387 0.50600 1.73288
H -1.04678 3.39184 1.22719
H -2.67275 3.48980 0.60888
H -1.14421 2.20479 -1.46410
H -0.11468 -0.06778 -1.92660
H -1.75229 0.24092 -2.32184
C -4.80628 -2.72839 2.13283
O -5.31768 -2.65161 0.90005
H -5.13424 -3.58398 2.78033
H -3.67151 -2.81708 2.20448
H -5.00178 -1.84888 2.81792
*
```

---

What did the first record say?
The ion C10H24I3O3P2 with charge -1 at a distorted geometry, computed with ωB97M-V/def2-TZVPD.

Results
max |F| = 7.37 eV Å⁻¹
LUMO level = 2.4 eV
frontier orbital gap = 7.65 eV

```
! wB97M-V def2-TZVPD RIJCOSX def2/J DEFGRID3
* xyz -1 1
C 1.85634 -1.91242 2.96429
C 1.58426 -0.51059 2.07956
C 3.11949 0.15287 2.00099
C 1.00412 -1.00269 0.63951
P -0.40325 0.01160 -0.14876
I 0.45834 2.20466 0.64060
C 0.43851 0.15840 -1.85512
C 1.94198 0.77431 -1.90035
C 2.04626 2.27496 -2.63274
I 3.07150 -0.53616 -3.32472
C -1.96919 0.99560 -0.71343
C -3.29696 0.71574 0.22286
C -3.56381 1.95601 1.30749
I -5.12237 0.71104 -1.06195
P -1.38269 -1.89824 -0.63764
O -2.02861 -2.60221 0.66240
O -2.72096 -1.74228 -1.76851
O -0.29766 -3.07462 -1.37589
H 0.86015 -2.39787 3.33854
H 2.62729 -1.74275 3.83396
H 2.39688 -2.63919 2.18710
H 0.85345 0.09338 2.76138
H 3.62077 -0.30658 1.02294
H 3.10941 1.31836 1.90607
H 3.77980 -0.12772 2.92775
H 0.51458 -2.07208 0.86606
H 1.91153 -1.24581 -0.05350
H -1.07203 -0.07976 1.15755
H -0.22940 0.91422 -2.49608
H 0.41766 -0.84651 -2.49964
H 2.57436 0.69364 -0.92209
H 0.98683 2.65641 -2.97852
H 2.55044 3.01942 -1.86691
H 2.72870 2.26072 -3.58688
H -1.75760 2.16756 -0.62313
H -2.28371 0.81247 -1.81918
H -3.24642 -0.27171 0.85525
H -2.84421 1.81146 2.21861
H -3.42806 3.01275 0.79399
H -4.69857 1.91350 1.66671
H -3.50230 -2.30364 -1.48799
H -0.60488 -3.31621 -2.30058
*
```

---

Q: Which formula does entry 3 have?
A: C10H24N4O

---

Q: What is the formula in the third record?
A: C10H24N4O